1.
Computed, not measured: a cluster of 10 separate species, C12H44N16O10 in total, with the ωB97M-V functional and the def2-TZVPD basis.

Values from the calculation:
E_HOMO (spin up / spin down)	-11.28 / -11.28	eV
LUMO energy (spin up / spin down)	-2.36 / -8.30	eV
⟨S²⟩	0.7586
total energy	-2111.94200	Ha
charge	+1
molar mass	572.6	g/mol
2S+1	2
HOMO-LUMO gap (spin up / spin down)	8.92 / 2.98	eV

Last column: Löwdin charge in e.
Cartesian coordinates (Å):
1 H -15.72440 -24.35718 11.18387  0.1193
2 H -13.79211 -24.40909 12.77037  0.0846
3 H -12.06874 -20.05568 14.33418  0.1448
4 H -12.84291 -12.95726 11.94526  0.1398
5 N -14.95444 -16.05254 16.87189  0.1906
6 H -17.89846 -23.65361 16.09905  0.1236
7 O -16.85896 -15.92335 8.65242  0.2466
8 H -15.86822 -15.62941 16.79407  0.1227
9 H -18.61656 -19.76872 13.34930  0.1080
10 H -17.87447 -20.87230 15.22175  0.0678
11 N -13.15784 -20.42892 12.49626  0.2030
12 H -14.20453 -15.67302 17.43197  0.1346
13 O -13.36603 -17.17630 15.82591  -0.0084
14 H -19.89974 -21.99968 10.37965  0.1206
15 N -21.15940 -20.12640 15.59929  0.1504
16 H -18.39985 -15.62573 12.74412  0.1180
17 H -20.53472 -22.44528 14.92600  0.1026
18 H -11.83754 -14.22060 12.56455  0.1242
19 N -18.89920 -22.02840 10.51457  0.1927
20 C -17.53161 -19.87049 13.32439  -0.2577
21 H -20.60943 -19.57232 14.95849  0.0744
22 H -12.41238 -21.06967 12.72825  0.1349
23 H -17.49282 -19.18960 15.33792  0.0681
24 N -12.75742 -13.89973 12.29817  0.1883
25 H -12.73422 -18.39432 14.60770  0.0781
26 H -18.19724 -17.42874 12.86225  0.0619
27 H -18.22302 -17.86455 8.77507  0.1523
28 H -16.36027 -16.65850 15.00638  0.1227
29 H -17.08129 -24.26882 14.58849  0.0910
30 H -18.03570 -20.33406 8.10785  0.1217
31 N -15.37239 -16.85950 14.94487  0.1994
32 H -16.42475 -23.06830 12.07489  0.0761
33 H -16.44137 -17.09559 11.43463  0.1250
34 H -19.94111 -14.64152 13.19231  0.1053
35 H -16.22709 -20.33114 15.00327  0.0818
36 C -17.26416 -20.09083 14.76906  -0.0677
37 N -16.37434 -16.48879 10.63002  0.4531
38 C -13.36042 -19.33618 13.07829  -0.7885
39 H -19.84090 -18.67994 16.12507  0.0572
40 N -17.69367 -17.69737 9.61884  0.2970
41 C -18.08556 -21.56866 9.64096  -0.8316
42 H -17.19349 -20.65570 12.64820  0.1101
43 H -13.65987 -20.59241 11.63526  0.1370
44 H -13.97479 -16.63646 12.80634  0.0610
45 H -19.87627 -18.75710 17.92682  0.1386
46 O -19.84802 -17.53252 14.52802  0.0036
47 H -17.17598 -25.18282 12.73650  0.0805
48 N -13.29558 -15.89039 12.85277  0.1957
49 H -18.58968 -22.56998 11.30891  0.0692
50 H -14.39510 -23.01038 13.57293  0.0696
51 C -18.81566 -23.34683 14.45644  -0.7902
52 H -21.78935 -20.86353 15.31660  0.1145
53 N -20.14229 -19.07322 17.00518  0.1790
54 O -14.77557 -14.52667 11.77959  0.0139
55 H -15.74460 -15.72719 10.83859  0.1120
56 C -14.43028 -23.53833 12.61996  -0.0981
57 N -18.62212 -20.89000 8.71376  0.1742
58 C -20.96017 -20.01174 16.88165  -0.8301
59 C -14.54963 -16.78423 15.90048  -0.7678
60 O -16.27264 -25.02399 13.01996  -0.0865
61 H -13.85245 -22.88140 11.96986  0.0554
62 C -15.78300 -23.94182 12.18993  -0.3015
63 C -16.99920 -16.61643 9.56173  -0.7604
64 H -20.90683 -14.94319 14.53398  0.1248
65 O -21.37766 -20.76616 17.73678  0.0371
66 N -17.80698 -23.78998 15.10249  0.1930
67 C -13.69078 -14.76364 12.27735  -0.7474
68 C -19.63022 -16.51567 13.84411  -0.6880
69 O -14.26141 -18.57997 12.76022  -0.0256
70 H -12.33821 -15.90651 13.17415  0.1249
71 N -19.77081 -23.02322 15.24619  0.2002
72 N -18.70621 -16.56244 12.96507  0.1700
73 O -16.87735 -21.74019 9.77454  0.0072
74 H -19.62900 -20.83302 8.76908  0.1209
75 H -19.59037 -23.21397 16.22147  0.1246
76 N -12.66589 -19.27188 14.11240  0.2305
77 O -16.87213 -18.68796 12.84008  -0.1558
78 O -18.80449 -23.25342 13.22363  -0.0076
79 N -20.15275 -15.27516 13.94981  0.1763
80 H -15.05511 -17.54892 14.27843  0.0666
81 H -17.63346 -18.27041 10.44836  0.1247
82 H -15.92043 -18.77170 12.74600  0.0154

Forces on the atoms, in the same order (eV/Å):
H 0.11 0.08 -0.23
H -0.05 -0.21 -0.07
H 0.07 0.82 0.50
H -0.17 -0.36 -0.03
N -0.84 2.20 4.01
H 1.22 -0.76 -0.19
O 0.93 4.48 -5.50
H 0.47 0.26 0.54
H -0.04 0.46 -1.18
H -0.11 -0.14 -0.33
N 0.11 -5.81 -5.57
H -0.59 0.12 0.34
O -0.25 -0.46 -0.04
H 0.20 -0.07 0.18
N -2.37 -2.27 -4.52
H 0.96 -0.65 -0.74
H 0.23 -0.29 0.42
H -0.11 0.68 -0.07
N -3.70 -2.07 3.41
C 0.27 -0.48 -0.08
H -0.78 -0.36 -0.38
H -0.27 0.23 -0.21
H -0.11 0.19 -0.10
N 4.23 4.18 -0.11
H 0.28 0.05 1.34
H 0.58 0.26 0.05
H -0.31 -0.83 0.37
H 0.25 -0.18 0.07
H 0.50 -0.08 0.33
H -0.45 -0.40 -0.14
N -3.27 -2.06 -5.06
H -0.45 -0.19 0.59
H -0.16 -0.99 0.27
H -0.22 -0.05 0.21
H 0.18 -0.08 -0.12
C 0.97 -0.16 1.31
N 4.75 1.88 8.08
C -1.65 0.00 -0.08
H 0.46 1.12 1.09
N -3.05 -3.31 -0.63
C 4.65 -1.54 2.11
H -0.45 -0.46 0.30
H 0.11 -0.31 0.10
H 1.01 -0.59 0.47
H 0.21 0.11 -0.44
O -0.95 0.86 0.01
H -0.27 -0.07 -0.12
N -0.83 -1.04 -0.12
H 0.06 -0.06 0.06
H -0.42 0.00 0.29
C 0.34 0.21 -4.04
H 0.13 0.43 -0.38
N 4.75 5.45 2.60
O -2.79 -0.58 -1.01
H 1.16 1.67 0.22
C 1.73 0.01 1.18
N -2.43 3.27 -4.28
C -1.69 -3.71 1.16
C 4.75 0.25 0.78
O 0.27 1.05 0.17
H -0.58 -0.15 -0.60
C -0.35 -0.66 -1.31
C -2.47 -2.16 -1.87
H 0.16 -0.80 0.14
O -0.90 -0.54 0.87
N 3.47 -1.37 2.46
C -0.66 -1.42 0.24
C -2.30 -1.64 3.69
O -2.19 2.78 -1.19
H -0.63 -0.99 0.27
N -3.88 1.48 2.11
N 2.78 0.86 -3.51
O 1.35 0.36 -0.29
H 0.29 0.58 -0.84
H -1.10 0.52 -0.09
N 3.39 2.14 5.08
O -1.69 1.25 -0.58
O -0.65 0.26 -0.98
N -0.99 1.35 0.21
H -0.65 -0.07 -0.49
H -0.53 -0.73 -0.35
H 0.97 -0.77 0.24

---

2.
Computed, not measured: a cluster of 10 separate species, C12H44O10 in total, with the ωB97M-V functional and the def2-TZVPD basis.

Values from the calculation:
E_HOMO	-9.87	eV
energy relative to the best compared isomer or geometry (same formula, charge and spin)	96.67	kcal per mole
LUMO energy	0.20	eV
total energy	-1235.85632	Ha
SMILES string	CCO.CCO.CCO.CCO.CCO.CO.CO.O.O.O
charge	0
molar mass	348.5	g/mol
HOMO-LUMO gap	10.07	eV

Last column: Löwdin charge in e.
Cartesian coordinates (Å):
1 H 0.28050 -1.42262 -2.78602  0.0604
2 C 4.75137 2.98909 -1.79620  -0.3208
3 H 2.60162 -4.48209 1.83413  0.0767
4 O 0.76551 -2.79694 0.61257  -0.1018
5 C -0.35422 0.69648 -0.54207  -0.1212
6 H 5.29721 3.57157 -2.53841  0.1020
7 H -0.26950 0.06062 3.52888  -0.0173
8 H 0.16357 -4.25871 2.00932  0.1137
9 C 1.99964 -4.87898 1.01670  -0.0828
10 H 0.30645 -1.09369 2.73657  0.0138
11 C 2.02318 1.66990 2.56191  -0.3464
12 H 6.17961 1.73143 -1.13133  0.0846
13 O 0.76762 2.10906 2.26156  -0.0659
14 H -1.61991 -2.98986 -2.58067  0.1076
15 H -3.28989 -2.29530 -3.91448  0.0693
16 C -0.24128 -1.96984 -3.57113  -0.1044
17 H -6.05112 0.77143 -2.41094  0.0676
18 H 3.08549 3.05056 1.22466  0.0767
19 H 3.08116 2.12678 -2.97803  0.0759
20 H -1.91440 -1.22047 -2.45876  0.0893
21 C -5.80435 1.52220 -1.66025  -0.0821
22 H 0.67623 2.95844 2.69952  0.1122
23 C -2.43801 1.43831 3.63217  -0.1705
24 H -3.49127 1.64538 3.82155  0.0852
25 O -1.84866 -2.00979 0.47063  -0.0213
26 H 0.48721 1.37008 -0.70445  0.0778
27 H -0.01701 -4.79242 0.53443  0.1046
28 H -4.49427 0.17055 -0.37335  0.1039
29 H 2.60296 -4.69471 0.12780  0.0772
30 H 0.15895 -2.92414 -3.91352  0.0862
31 H 2.47394 2.83059 -1.46118  0.0416
32 H -1.79815 2.25146 5.21801  0.0845
33 H -2.70401 -2.42027 0.34370  0.0660
34 C 0.69096 -4.15269 1.06131  -0.3235
35 H 2.99367 1.30113 0.68665  0.0676
36 H -2.39541 0.45433 3.16520  0.0751
37 O -2.42235 -2.28397 -4.32539  -0.0692
38 O -1.58979 1.43944 4.75025  -0.1021
39 H -2.10440 2.18625 2.91288  0.0694
40 C -1.65345 -2.04470 -3.12258  -0.3206
41 H -2.04941 -1.13335 0.79892  0.0372
42 O 0.06176 -0.83235 3.62430  -0.0377
43 H -5.72500 2.44498 -2.23496  0.0757
44 H 2.59673 -2.08259 -1.59786  0.0188
45 H 2.94788 3.83976 -2.62752  0.0651
46 H 2.30807 2.13620 3.50504  0.1169
47 O 5.35767 1.73798 -1.62728  -0.0773
48 H -0.15009 -2.59280 0.40864  0.0172
49 H -0.67597 1.69591 1.05534  0.0348
50 H -0.79096 0.54007 -1.52842  0.0772
51 C 3.08478 2.00066 1.51759  -0.0676
52 O -1.23381 1.27770 0.39541  -0.1396
53 H 0.01099 -1.29852 -4.39198  0.0800
54 O -3.90363 2.16666 -0.32757  -0.0816
55 H 1.80111 -5.94158 1.15656  0.0797
56 C 3.26163 2.88179 -2.21285  -0.0748
57 C -4.49969 1.07359 -0.98375  -0.3311
58 H 4.81629 3.51970 -0.84629  0.0970
59 O 2.92538 -1.62006 -0.82696  -0.0610
60 H -3.90066 0.82197 -1.85894  0.0913
61 H 4.02942 1.65755 1.93952  0.0803
62 H -3.06955 1.95688 0.09894  0.0334
63 H 0.04567 -0.24115 -0.15603  0.0673
64 H 2.37293 -1.92820 -0.10857  -0.0178
65 H -6.61309 1.68718 -0.94833  0.0684
66 H 2.10588 0.61809 2.83569  0.1096

Forces on the atoms, in the same order (eV/Å):
H 0.77 -0.91 0.47
C -0.63 0.38 0.64
H 0.29 -0.37 0.18
O 0.16 -1.09 0.33
C 1.02 0.16 -0.15
H -0.06 0.09 -0.21
H -0.04 0.42 0.19
H 0.73 0.62 0.87
C 0.57 0.69 0.87
H 0.14 -0.27 -0.34
C 3.11 -0.07 1.15
H -0.13 0.54 0.00
O -2.33 0.46 -0.62
H -0.73 0.09 0.73
H -0.75 -0.24 -0.87
C 1.45 1.54 -0.30
H -0.41 -0.20 0.24
H 0.14 -0.14 -0.07
H 0.16 -0.07 0.11
H -0.57 0.14 -0.43
C -0.13 -0.42 0.63
H -0.35 0.00 -0.16
C -0.23 -0.08 -1.00
H -0.06 0.00 0.46
O -0.12 -0.15 -0.14
H 0.20 -0.03 -0.05
H -0.21 0.50 -1.37
H -0.75 -0.02 0.26
H -0.42 -0.12 -0.28
H 0.15 -0.06 0.67
H 0.59 -0.84 0.68
H 0.27 -0.01 0.32
H -0.17 -0.25 -0.06
C -0.91 -0.83 -0.28
H -0.33 0.46 -0.52
H 0.11 0.02 0.02
O -0.62 0.85 1.66
O -0.22 0.14 0.44
H 0.01 0.01 -0.29
C 1.19 -1.64 -1.46
H 0.11 0.54 0.15
O -0.01 -0.27 0.11
H 0.62 0.10 0.25
H -0.11 -0.11 -0.14
H 0.46 0.21 -0.56
H 0.25 0.22 0.20
O -0.39 -1.36 -0.41
H -0.40 0.62 -0.13
H 0.29 0.09 0.41
H -0.49 0.01 0.28
C -0.18 -1.24 0.27
O -0.94 -0.22 -0.22
H -0.88 0.21 -0.44
O -0.76 0.64 0.38
H 0.30 0.02 0.02
C 0.09 0.66 -0.30
C 0.66 0.90 -1.48
H -0.12 0.39 0.06
O 0.52 0.42 -0.15
H 0.61 -0.29 -0.11
H 0.31 0.58 0.16
H 0.37 -0.49 -0.18
H 0.04 -0.16 -0.18
H -0.45 -0.27 0.22
H -0.13 -0.25 -0.06
H -0.68 -0.26 -0.48

---

Which maximum force belongs to each record? In order, 9.56 3.32 eV Å⁻¹.